10
Properties=species:S:1:pos:R:3:mulliken_charge:R:1 method="wB97M-V/def2-TZVPD" relative_energy_kj_mol=693.1 e_lumo_ev=-9.96 e_tot_ha=-226.328374 homo_lumo_gap_ev=5.73 total_charge=+1
C -0.51516 0.33504 -0.00982 0.331
C 0.05922 -0.99959 -0.33449 -0.378
N -0.13018 -1.43368 -1.50064 -0.433
C 0.33395 1.33945 0.67041 -0.301
N -0.53143 0.49804 1.43709 0.056
H -1.43769 0.59574 -0.53532 0.408
H 0.55965 -1.55709 0.46045 0.388
H 0.26266 -2.36371 -1.65900 0.314
H -0.01413 2.38202 0.68418 0.311
H 1.41311 1.20378 0.78715 0.301

10
Properties=species:S:1:pos:R:3:mulliken_charge:R:1 method="wB97M-V/def2-TZVPD" relative_energy_kj_mol=557.5 e_lumo_ev=-6.19 e_tot_ha=-226.380029 homo_lumo_gap_ev=10.16 total_charge=+1
C -0.34455 -0.92965 0.39132 0.232
C -1.59414 -0.22718 -0.05196 -0.034
C 0.89369 0.54322 0.28974 -0.322
N -0.52033 0.39905 0.74701 -0.168
N 0.98269 -0.89546 0.07139 -0.166
H -1.67780 -0.06134 -1.15289 0.297
H -2.48020 -0.41646 0.67666 0.269
H 1.09934 1.23416 -0.50399 0.295
H 1.61355 0.88980 1.00218 0.293
H 1.73932 -1.54895 0.21672 0.304

10
Properties=species:S:1:pos:R:3:mulliken_charge:R:1 method="wB97M-V/def2-TZVPD" relative_energy_kj_mol=382.7 e_lumo_ev=-5.82 e_tot_ha=-226.446605 homo_lumo_gap_ev=9.70 total_charge=+1
C 0.63730 -0.35998 -1.55932 -0.608
C 0.35018 -0.50058 -0.26762 -0.211
C -0.04566 0.54703 0.77051 -0.061
N -1.24863 0.22667 1.23343 0.568
N -2.26240 -0.03461 1.57493 -0.147
H 1.00898 -0.99478 -2.36444 0.330
H 0.86887 0.65168 -1.69457 0.226
H 0.18480 -1.47563 0.21424 0.271
H 0.58843 0.36194 1.71644 0.261
H -0.08187 1.57828 0.37640 0.372